No. 1
{
  "formula": "C41H37FeGeN7S",
  "method": "wB97M-V/def2-TZVPD",
  "e_above_lowest_kj_mol": 174.4,
  "homo_ev": [0.22, -0.42],
  "orbital_gap_ev": [4.41, 5.04],
  "total_charge": -2,
  "multiplicity": 5,
  "elements": ["Fe", "N", "C", "S", "N", "N", "C", "C", "C", "C", "C", "C", "N", "H", "H", "H", "H", "H", "H", "H", "N", "C", "C", "C", "C", "C", "C", "C", "C", "C", "C", "C", "C", "H", "H", "H", "H", "H", "H", "H", "H", "H", "H", "N", "C", "C", "C", "N", "H", "H", "H", "H", "C", "Ge", "C", "C", "C", "C", "C", "C", "C", "C", "C", "C", "C", "C", "C", "C", "C", "C", "C", "C", "H", "H", "H", "H", "H", "H", "H", "H", "H", "H", "H", "H", "H", "H", "H", "H"],
  "xyz": [[0.2306, 0.0827, -0.1245], [-3.9295, -0.7752, -1.9414], [-2.9264, -0.6469, -0.9064], [-1.6138, 0.6107, -1.4024], [-1.6551, -1.9950, 0.9422], [-1.1078, -0.7707, 1.2266], [-1.1990, -0.2440, 2.4231], [-0.5285, 0.9714, 2.6601], [-0.6314, 1.7130, 3.8674], [0.0213, 2.9039, 3.9984], [0.7994, 3.3980, 2.9114], [0.8635, 2.6292, 1.7660], [0.2596, 1.4490, 1.6113], [-3.6646, -1.5107, -2.5881], [-4.7904, -1.0678, -1.4862], [-1.8358, -0.7023, 3.1752], [-1.2492, 1.3178, 4.6665], [-0.0636, 3.4769, 4.9157], [1.3062, 4.3519, 2.9617], [1.4390, 2.9566, 0.9034], [-0.1986, -2.5284, -1.2475], [-1.2660, -3.3148, -1.6368], [-1.1511, -4.2401, -2.6756], [-2.2379, -5.0064, -3.0748], [-3.4566, -4.8714, -2.4318], [-3.5821, -3.9253, -1.4134], [-2.5258, -3.1284, -1.0122], [-2.7123, -1.9448, -0.0538], [-3.9433, -2.0401, 0.8163], [-4.5728, -1.0286, 1.5386], [-4.4398, 0.3623, 1.5989], [-3.5429, 1.1528, 0.8199], [-2.9128, 0.6092, -0.2251], [0.6726, -2.6232, -1.7446], [-0.1236, -2.4277, -0.2424], [-0.1888, -4.3554, -3.1639], [-2.1237, -5.7174, -3.8858], [-4.3089, -5.4705, -2.7293], [-4.5475, -3.7702, -0.9459], [-4.2210, -3.0561, 1.0769], [-5.3283, -1.4112, 2.2248], [-5.0570, 0.8738, 2.3297], [-3.3283, 2.1740, 1.1198], [2.3000, -0.4568, 2.2138], [3.3595, -1.0667, 2.7688], [3.5812, -2.2145, 2.0379], [2.5815, -2.1913, 1.0450], [1.8130, -1.1245, 1.1714], [1.8502, 0.4236, 2.4369], [3.8688, -0.6477, 3.6201], [4.3498, -2.9518, 2.1933], [2.3989, -2.8948, 0.2492], [1.6419, 0.6223, -1.2821], [1.6004, 1.6701, -2.8244], [0.2858, 1.0157, -4.1606], [-0.3214, 1.8225, -5.1223], [-1.2488, 1.3026, -6.0190], [-1.5904, -0.0422, -5.9634], [-0.9958, -0.8624, -5.0129], [-0.0643, -0.3344, -4.1284], [3.3386, 1.6965, -3.8275], [3.5216, 2.4093, -5.0138], [4.7333, 2.3931, -5.6949], [5.7999, 1.6570, -5.1927], [5.6382, 0.9375, -4.0157], [4.4181, 0.9561, -3.3482], [1.1856, 3.6387, -2.7474], [-0.1280, 4.0233, -2.4514], [-0.4719, 5.3529, -2.2534], [0.5000, 6.3438, -2.3399], [1.8096, 5.9877, -2.6259], [2.1417, 4.6508, -2.8275], [2.5808, 0.8410, -0.7367], [-0.0854, 2.8820, -5.1563], [-1.7201, 1.9503, -6.7510], [-2.3298, -0.4449, -6.6470], [-1.2725, -1.9095, -4.9453], [0.3827, -0.9559, -3.3597], [2.6978, 2.9926, -5.4156], [4.8485, 2.9530, -6.6173], [6.7492, 1.6411, -5.7174], [6.4658, 0.3569, -3.6210], [4.2768, 0.3797, -2.4382], [-0.8969, 3.2604, -2.3686], [-1.4974, 5.6184, -2.0209], [0.2379, 7.3837, -2.1781], [2.5770, 6.7528, -2.6894], [3.1727, 4.3905, -3.0471]],
  "lowdin_charge": [0.19, 0.08, -0.56, 1.01, 0.06, -0.13, -0.14, -0.30, -0.08, -0.14, -0.13, -0.18, 0.00, 0.07, 0.08, 0.11, 0.10, 0.08, 0.07, 0.10, 0.12, -0.25, -0.06, -0.13, -0.13, -0.07, -0.11, -0.42, -0.07, -0.16, -0.15, -0.13, -0.48, 0.08, 0.05, 0.10, 0.09, 0.08, 0.10, 0.08, 0.08, 0.06, 0.10, 0.02, -0.12, -0.09, -0.15, 0.02, 0.12, 0.10, 0.07, 0.10, -0.44, 0.79, -0.29, -0.12, -0.11, -0.12, -0.10, -0.15, -0.26, -0.13, -0.12, -0.14, -0.12, -0.11, -0.26, -0.12, -0.11, -0.13, -0.12, -0.12, -0.09, 0.09, 0.09, 0.08, 0.09, 0.06, 0.09, 0.08, 0.08, 0.09, 0.08, 0.07, 0.09, 0.08, 0.08, 0.09]
}

No. 2
{
  "formula": "C41H37OSi",
  "method": "wB97M-V/def2-TZVPD",
  "homo_ev": -10.99,
  "orbital_gap_ev": 5.74,
  "total_charge": 1,
  "elements": ["C", "C", "C", "C", "Si", "C", "C", "C", "C", "C", "C", "C", "C", "C", "C", "C", "C", "C", "C", "C", "C", "C", "C", "H", "H", "H", "H", "H", "H", "H", "H", "H", "H", "H", "H", "H", "H", "H", "H", "H", "H", "H", "H", "H", "H", "C", "C", "C", "C", "O", "C", "C", "C", "C", "C", "C", "C", "C", "C", "C", "C", "C", "C", "C", "C", "H", "H", "H", "H", "H", "H", "H", "H", "H", "H", "H", "H", "H", "H", "H"],
  "xyz": [[4.5191, 0.2882, -1.3345], [4.4570, 0.1846, 0.1627], [5.0203, 1.1409, 0.9617], [3.6621, -1.0171, 0.6584], [1.7933, -1.1333, 0.3980], [1.1945, 0.4069, -0.4700], [0.7871, 0.3609, -1.8089], [0.4382, 1.5374, -2.4806], [0.4305, 2.7624, -1.7990], [0.8123, 2.8076, -0.4513], [1.1948, 1.6331, 0.2072], [1.1322, -2.6083, -0.5657], [-0.1743, -3.0575, -0.2898], [-0.7690, -4.0878, -1.0306], [-0.0600, -4.6989, -2.0749], [1.2483, -4.2777, -2.3545], [1.8435, -3.2569, -1.5961], [0.9821, -1.1654, 2.0838], [-0.2084, -0.4624, 2.3154], [-0.8422, -0.5232, 3.5655], [-0.2777, -1.2840, 4.5982], [0.9160, -1.9875, 4.3753], [1.5392, -1.9312, 3.1218], [4.3730, -0.6986, -1.8052], [3.7559, 0.9954, -1.7136], [5.4956, 0.6420, -1.6959], [5.0595, 0.9515, 2.0343], [5.1524, 2.1154, 0.4765], [4.0012, -1.9211, 0.1169], [3.8667, -1.1828, 1.7266], [0.7359, -0.5991, -2.3321], [0.1729, 1.4945, -3.5389], [0.1243, 3.6767, -2.3179], [0.8225, 3.7572, 0.0902], [1.4886, 1.6833, 1.2609], [-0.7483, -2.5893, 0.5200], [-1.7875, -4.4104, -0.7925], [-0.5264, -5.4904, -2.6610], [1.8055, -4.7494, -3.1711], [2.8757, -2.9587, -1.8187], [-0.6539, 0.1424, 1.5141], [-1.7760, 0.0242, 3.7200], [-0.7654, -1.3267, 5.5743], [1.3608, -2.5829, 5.1764], [2.4657, -2.4952, 2.9521], [3.6739, 7.4672, 6.5209], [4.7894, 6.7398, 6.9638], [5.9537, 6.6890, 6.1888], [5.9370, 7.3347, 4.9541], [6.9799, 7.1157, 4.0280], [7.0346, 5.8319, 3.4832], [6.4416, 5.6417, 2.2204], [6.4165, 4.3779, 1.6919], [7.0362, 3.2814, 2.3469], [7.0224, 1.9906, 1.7018], [7.6586, 0.8218, 2.3017], [8.1384, -0.2108, 1.4434], [8.8190, -1.3048, 1.9629], [9.0273, -1.3961, 3.3565], [8.5032, -0.4378, 4.2366], [7.7773, 0.6346, 3.7128], [7.7172, 3.5610, 3.5688], [7.6941, 4.8020, 4.1662], [4.8847, 8.1584, 4.5445], [3.7210, 8.1462, 5.3046], [2.7775, 7.5141, 7.1290], [4.7556, 6.2135, 7.9205], [6.8489, 6.1557, 6.5285], [6.0384, 6.4965, 1.6822], [5.9362, 4.2005, 0.7308], [7.1202, 2.0583, 0.5948], [7.9658, -0.1099, 0.3701], [9.2369, -2.0504, 1.2755], [9.6664, -2.1973, 3.7414], [8.6835, -0.4927, 5.3197], [7.3185, 1.3262, 4.4301], [8.3376, 2.8181, 4.0640], [8.2169, 5.0097, 5.1096], [5.0025, 8.7318, 3.6244], [2.8547, 8.7031, 4.9330]],
  "lowdin_charge": [-0.04, -0.33, 0.00, -0.17, 0.72, -0.27, -0.08, -0.08, -0.08, -0.08, -0.11, -0.25, -0.08, -0.07, -0.08, -0.08, -0.10, -0.26, -0.10, -0.07, -0.08, -0.08, -0.10, 0.09, 0.10, 0.08, 0.09, 0.08, 0.09, 0.08, 0.10, 0.11, 0.11, 0.10, 0.11, 0.10, 0.11, 0.11, 0.11, 0.09, 0.11, 0.11, 0.11, 0.10, 0.10, -0.08, -0.07, -0.01, -0.24, 0.00, -0.20, 0.04, 0.01, -0.17, 0.02, -0.20, 0.00, -0.05, -0.04, -0.05, -0.03, 0.01, 0.03, 0.00, -0.07, 0.11, 0.11, 0.11, 0.14, 0.12, 0.14, 0.13, 0.12, 0.12, 0.12, 0.12, 0.11, 0.14, 0.12, 0.11]
}

No. 3
{
  "formula": "C41H38AsErN4O3PS2",
  "method": "wB97M-V/def2-TZVPD",
  "e_above_lowest_kj_mol": 237.1,
  "homo_ev": -9.69,
  "orbital_gap_ev": 4.88,
  "total_charge": 1,
  "multiplicity": 4,
  "elements": ["Er", "C", "C", "C", "C", "N", "C", "C", "C", "C", "C", "C", "N", "C", "C", "C", "C", "C", "N", "H", "H", "H", "H", "H", "H", "H", "H", "H", "H", "H", "C", "C", "As", "C", "C", "C", "C", "C", "C", "C", "C", "C", "C", "C", "C", "P", "C", "C", "C", "C", "C", "C", "C", "C", "C", "C", "C", "C", "H", "H", "H", "H", "H", "H", "H", "H", "H", "H", "H", "H", "H", "H", "H", "H", "H", "H", "H", "H", "H", "H", "H", "H", "N", "H", "H", "H", "O", "S", "O", "O", "S"],
  "xyz": [[3.5646, 4.5226, -2.4963], [1.5968, 6.1667, 1.3598], [2.1928, 5.3857, 2.3318], [2.8654, 4.2483, 2.0208], [3.0589, 3.9124, 0.6295], [2.6158, 4.7656, -0.3658], [1.9914, 5.9450, 0.0250], [3.7979, 2.7623, 0.2199], [4.2726, 1.7887, 1.1103], [5.3612, 0.9605, 0.6998], [5.9340, 1.0732, -0.5884], [5.4129, 2.1390, -1.3959], [4.1270, 2.6083, -1.1411], [6.1109, 2.6675, -2.5353], [7.5153, 2.6429, -2.5772], [8.2161, 3.3199, -3.5711], [7.4320, 3.8685, -4.6140], [6.0693, 4.0513, -4.4983], [5.4211, 3.5271, -3.4355], [0.9287, 6.9670, 1.5889], [2.0472, 5.6680, 3.3801], [3.1930, 3.5526, 2.8028], [1.7607, 6.5682, -0.8017], [3.8820, 1.6517, 2.1211], [5.8197, 0.2877, 1.4683], [6.7866, 0.4594, -1.0112], [7.9902, 2.0695, -1.7824], [9.3042, 3.4081, -3.5288], [7.8943, 4.1451, -5.5678], [5.4856, 4.6725, -5.1829], [-1.3934, -2.1481, 2.7068], [-2.2321, -3.2116, 1.9793], [-4.1492, -3.3103, 2.5317], [-4.4580, -5.0993, 3.3603], [-5.6433, -5.1894, 4.0740], [-5.9537, -6.2426, 4.8329], [-5.1519, -7.4125, 4.8028], [-3.9687, -7.3902, 4.1114], [-3.6055, -6.2507, 3.3334], [-4.7062, -3.7170, 0.6216], [-5.1153, -5.0152, 0.3429], [-5.5375, -5.3520, -1.0046], [-5.7983, -4.3409, -1.9532], [-5.6345, -3.0278, -1.5340], [-5.1641, -2.6664, -0.2381], [-0.9302, -0.4674, 1.9713], [-2.5970, -0.0201, 1.2977], [-3.7235, -0.0131, 2.1244], [-4.9649, 0.5653, 1.7003], [-5.0574, 1.0435, 0.4092], [-3.9095, 1.0667, -0.3992], [-2.6723, 0.5840, 0.0424], [0.0110, -1.2276, 0.5755], [1.3888, -1.3297, 0.7003], [2.1805, -1.7740, -0.3770], [1.6234, -2.0040, -1.6007], [0.2247, -1.9646, -1.7531], [-0.5863, -1.6368, -0.6587], [-0.3986, -2.5721, 2.9860], [-1.8385, -1.8464, 3.6911], [-1.8722, -4.2892, 2.2802], [-2.2687, -3.0978, 0.8467], [-6.3300, -4.2980, 4.0762], [-6.8582, -6.2813, 5.4093], [-5.4907, -8.3273, 5.3793], [-3.2832, -8.2714, 4.1884], [-2.6491, -6.2095, 2.7444], [-5.1255, -5.8656, 1.0461], [-5.5625, -6.4346, -1.1529], [-6.2037, -4.7316, -2.8957], [-5.9556, -2.2333, -2.2013], [-4.7904, -1.6985, -0.0299], [-3.5602, -0.4934, 3.0834], [-5.8611, 0.5078, 2.3812], [-5.9758, 1.3830, -0.0351], [-3.9087, 1.5875, -1.3944], [-1.7513, 0.6374, -0.5522], [1.9424, -0.9071, 1.5233], [3.3116, -1.8143, -0.2844], [2.1959, -2.3086, -2.4665], [-0.2441, -2.1712, -2.7043], [-1.6601, -1.5527, -0.6759], [1.7416, 3.0187, -2.9237], [1.1102, 3.2152, -2.1869], [1.8791, 1.9741, -2.9786], [1.2840, 3.3471, -3.7551], [1.7430, 7.2644, -4.9888], [2.4379, 6.2836, -4.1334], [2.9012, 5.0078, -4.7933], [1.6678, 5.8653, -2.9061], [4.2499, 7.0585, -3.2412]],
  "lowdin_charge": [1.22, 0.01, -0.05, 0.02, -0.18, -0.01, -0.03, -0.19, 0.01, 0.00, 0.02, -0.20, 0.06, -0.17, 0.01, 0.01, -0.01, -0.09, -0.03, 0.12, 0.13, 0.12, 0.09, 0.12, 0.14, 0.14, 0.12, 0.13, 0.13, 0.12, -0.46, -0.41, 1.30, -0.42, -0.19, -0.10, -0.09, -0.11, -0.09, -0.37, -0.11, -0.07, -0.10, -0.10, -0.09, 1.05, -0.42, -0.14, -0.07, -0.11, -0.09, -0.13, -0.40, -0.13, -0.11, -0.11, -0.06, -0.09, 0.07, 0.06, 0.08, 0.06, 0.11, 0.10, 0.12, 0.11, 0.10, 0.09, 0.10, 0.11, 0.10, 0.05, 0.06, 0.13, 0.10, 0.12, 0.09, 0.08, 0.12, 0.10, 0.10, 0.08, 0.01, 0.04, 0.10, 0.05, -0.33, 0.19, -0.50, -0.53, 0.22]
}

no.,energy (a.u.)
1,-5706.4345
2,-1948.9675
3,-6418.2998